Entry 1:
{
  "formula": "C4H2O2",
  "method": "ωB97M-V/def2-TZVPD",
  "symbols": ["C", "C", "C", "C", "O", "O", "H", "H"],
  "positions_angstrom": [[0.82, -0.38, 0.77], [2.12, -0.51, 0.63], [-0.42, -0.02, -1.30], [3.27, -0.22, 0.19], [-0.04, 0.23, -0.14], [4.42, -0.21, -0.06], [0.45, -0.81, 1.71], [-1.18, 0.64, -1.72]],
  "lowdin_spin": [0.0222, 0.0397, 1.3330, 0.0250, 0.4087, 0.0320, 0.0027, 0.1366],
  "gap_ha": [0.2415, 0.3096],
  "largest_force_ev_per_a": 5.886,
  "total_energy_ha": -303.8341,
  "s_squared": 2.01,
  "e_above_lowest_kcal_mol": 62.84,
  "homo_energy_ev": [-7.407, -9.553],
  "spin_multiplicity": 3
}

***

Entry 2:
{
  "formula": "C4H2O2Rh",
  "method": "ωB97M-V/def2-TZVPD",
  "symbols": ["H", "C", "C", "C", "C", "H", "O", "O", "Rh"],
  "positions_angstrom": [[1.90, 2.23, -0.97], [1.64, 1.19, -0.81], [1.57, -0.02, -0.64], [1.31, -2.59, -0.49], [1.42, -1.39, -0.58], [1.22, -3.66, -0.38], [-1.86, 0.82, 1.39], [-1.42, -0.35, 0.91], [-0.59, 1.13, -0.04]],
  "lowdin_spin": [0.0096, 0.2079, 0.0939, 0.3132, 0.1616, 0.0085, 0.8533, 0.8954, 2.4566],
  "gap_ha": [0.3471, 0.2204],
  "largest_force_ev_per_a": 5.319,
  "total_energy_ha": -413.4608,
  "s_squared": 8.79,
  "charge": 2,
  "e_above_lowest_kcal_mol": 0.00,
  "homo_energy_ev": [-20.033, -20.549],
  "spin_multiplicity": 6
}

***

Entry 3:
{
  "formula": "C4H2O5Pb",
  "method": "ωB97M-V/def2-TZVPD",
  "symbols": ["C", "O", "O", "O", "C", "O", "Pb", "H", "O", "C", "C", "H"],
  "positions_angstrom": [[5.10, -0.59, 0.01], [6.16, -1.00, -0.09], [3.99, -0.23, 0.10], [0.14, 1.23, -0.41], [-1.05, 0.98, -0.43], [-1.49, -0.15, 0.07], [2.06, 0.63, 0.09], [-1.81, 1.71, -0.74], [-3.12, -1.88, -0.48], [-2.89, -0.73, -0.31], [-3.44, 0.19, 0.58], [-3.65, -0.13, 1.61]],
  "mulliken_charge": [0.7499, -0.1344, -0.4548, -0.5104, 0.2982, -0.2737, 1.5606, 0.4895, -0.2993, 0.7591, -0.4642, 0.2794],
  "gap_ha": [0.2273, 0.2273],
  "largest_force_ev_per_a": 6.483,
  "total_energy_ha": -721.7904,
  "charge": 2,
  "homo_energy_ev": [-16.692, -16.693]
}

***

Entry 4:
{
  "formula": "C4H2O5Tb",
  "method": "ωB97M-V/def2-TZVPD",
  "symbols": ["C", "O", "O", "O", "C", "O", "Tb", "H", "O", "C", "C", "H"],
  "positions_angstrom": [[5.47, -0.63, 0.01], [6.52, -1.05, -0.11], [4.36, -0.28, 0.09], [-0.02, 1.24, -0.43], [-1.21, 1.00, -0.42], [-1.66, -0.11, 0.12], [2.21, 0.68, 0.12], [-1.96, 1.72, -0.77], [-3.29, -1.89, -0.48], [-3.06, -0.75, -0.32], [-3.55, 0.19, 0.58], [-3.80, -0.12, 1.60]],
  "lowdin_spin": [0.0076, 0.0015, 0.0617, 0.0722, -0.0037, 0.0381, 6.8494, -0.0067, -0.2132, -0.0340, -0.7369, -0.0360],
  "gap_ha": [0.1944, 0.2048],
  "largest_force_ev_per_a": 4.610,
  "total_energy_ha": -1352.8911,
  "s_squared": 13.04,
  "charge": 3,
  "e_above_lowest_kcal_mol": 24.50,
  "homo_energy_ev": [-21.417, -21.020],
  "spin_multiplicity": 7
}

***

Entry 5:
{
  "formula": "C4H2S3",
  "method": "ωB97M-V/def2-TZVPD",
  "symbols": ["S", "C", "C", "S", "C", "C", "S", "H", "H"],
  "positions_angstrom": [[-1.97, 1.91, 0.00], [-0.63, 0.87, 0.00], [0.65, 1.26, 0.01], [1.88, 0.00, 0.00], [0.64, -1.26, -0.01], [-0.64, -0.87, 0.00], [-1.97, -1.91, 0.00], [1.02, 2.28, 0.02], [1.02, -2.28, -0.02]],
  "mulliken_charge": [-0.6250, -0.1555, -0.4751, -0.3097, -0.4709, -0.1620, -0.6246, 0.4122, 0.4108],
  "gap_ha": 0.1592,
  "largest_force_ev_per_a": 3.527,
  "total_energy_ha": -1348.1277,
  "charge": -2,
  "e_above_lowest_kcal_mol": 0.00,
  "smiles": "[S-]c1cscc1[S-]",
  "homo_energy_ev": 1.252
}

***

Entry 6:
{
  "formula": "C4H2S4",
  "method": "ωB97M-V/def2-TZVPD",
  "symbols": ["C", "S", "S", "S", "C", "S", "C", "C", "H", "H"],
  "positions_angstrom": [[-0.09, -1.05, 0.20], [-1.29, -1.76, -0.62], [-2.95, -1.25, 0.41], [-2.54, 1.24, 0.23], [-1.00, 1.37, 0.01], [0.47, 1.96, -0.32], [1.60, 0.62, -0.09], [1.21, -0.67, 0.08], [2.62, 0.94, -0.18], [1.98, -1.40, 0.29]],
  "mulliken_charge": [-0.2010, 0.0409, -0.2422, -0.1747, 0.3559, -0.0495, -0.5258, 0.1198, 0.3602, 0.3163],
  "gap_ha": 0.2514,
  "largest_force_ev_per_a": 1.498,
  "total_energy_ha": -1746.2087,
  "e_above_lowest_kcal_mol": 87.50,
  "smiles": "C1#S#S#S#CS/C=C\\1",
  "homo_energy_ev": -7.464
}